Record 1
{
  "formula": "C5H9NO",
  "method": "ωB97M-V with the def2-TZVPD basis set",
  "lumo_ev": 1.0,
  "homo_ev": -9.7,
  "total_energy_ha": -325.8189,
  "relative_energy_kj_mol": 311.5,
  "elements": ["C", "C", "N", "C", "C", "C", "O", "H", "H", "H", "H", "H", "H", "H", "H", "H"],
  "xyz": [[0.4888, -0.5046, 1.7128], [1.0365, -0.3887, 0.3389], [0.7860, -1.5657, -0.6140], [0.3451, -0.2187, -0.9310], [-1.1266, 0.0913, -0.8834], [-1.2848, 1.5930, -0.7436], [-0.3665, 2.3481, -0.5222], [-0.2481, -1.3104, 1.7546], [1.2944, -0.7448, 2.4167], [0.0425, 0.4471, 1.9975], [2.0103, 0.1094, 0.2438], [1.7739, -1.6654, -0.4448], [0.8851, 0.3950, -1.6440], [-1.6313, -0.3880, -0.0306], [-1.6641, -0.2379, -1.7784], [-2.3136, 1.9896, -0.8673]],
  "mulliken_charge": [-1.3850, -0.1051, -0.7694, 0.3882, -0.8040, 0.0306, -0.4689, 0.3728, 0.3821, 0.2547, 0.3970, 0.3226, 0.3847, 0.2890, 0.3409, 0.3699]
}

Record 2
{
  "formula": "C24H18N3O7PtS",
  "method": "ωB97M-V with the def2-TZVPD basis set",
  "lumo_ev": -6.9,
  "homo_ev": -12.5,
  "total_energy_ha": -2133.3092,
  "total_charge": 1,
  "elements": ["Pt", "O", "C", "O", "C", "C", "C", "C", "C", "C", "O", "N", "O", "O", "N", "O", "O", "H", "H", "C", "C", "C", "C", "C", "C", "C", "C", "S", "C", "N", "C", "C", "C", "C", "C", "C", "C", "C", "H", "H", "H", "H", "H", "H", "H", "H", "H", "H", "H", "H", "H", "H", "H", "H"],
  "xyz": [[0.0977, 2.0302, -1.5651], [2.6842, -0.8655, -2.2823], [1.5639, -0.4586, -2.2653], [1.3855, 0.9050, -2.3881], [0.3631, -1.3109, -2.2342], [0.5218, -2.6923, -2.3669], [-0.5873, -3.4972, -2.3289], [-1.8671, -2.9863, -2.1446], [-1.9890, -1.6294, -2.0014], [-0.8970, -0.7640, -2.0508], [-1.1429, 0.5350, -1.8631], [-3.3046, -1.0206, -1.7317], [-3.9866, -0.7323, -2.6853], [-3.5638, -0.8122, -0.5658], [-0.4205, -4.9558, -2.4585], [-1.4312, -5.6235, -2.4807], [0.7077, -5.3728, -2.5964], [1.5076, -3.1168, -2.4965], [-2.7203, -3.6493, -2.1006], [0.3002, -2.9176, 3.6571], [0.2479, -2.2145, 2.3007], [1.4179, -2.7182, 1.4412], [-1.0803, -2.5690, 1.6152], [0.3484, -0.6975, 2.4324], [0.4925, -0.0484, 3.6728], [0.5909, 1.3240, 3.7912], [0.5388, 2.0824, 2.6287], [0.6528, 3.8087, 2.4305], [0.4955, 3.6454, 0.7572], [0.3602, 2.3889, 0.3644], [0.3869, 1.4525, 1.3925], [0.2936, 0.0772, 1.2828], [0.4959, 4.6185, -0.3242], [0.5638, 5.9913, -0.2278], [0.5452, 6.7452, -1.4042], [0.4491, 6.1336, -2.6440], [0.3704, 4.7444, -2.7442], [0.3978, 3.9926, -1.5831], [0.2290, -3.9943, 3.5040], [-0.5304, -2.6219, 4.3004], [1.2384, -2.7251, 4.1804], [1.3462, -3.7997, 1.3195], [2.3765, -2.4932, 1.9122], [1.4224, -2.2697, 0.4456], [-1.1530, -3.6510, 1.4946], [-1.1601, -2.1161, 0.6251], [-1.9345, -2.2298, 2.2030], [0.5289, -0.6378, 4.5766], [0.7037, 1.7902, 4.7604], [0.1781, -0.3866, 0.3126], [0.6272, 6.4829, 0.7347], [0.6027, 7.8232, -1.3441], [0.4351, 6.7364, -3.5415], [0.3013, 4.2703, -3.7161]],
  "mulliken_charge": [0.8143, -0.5168, 0.5605, -0.3501, 0.2346, -0.6511, -0.5936, -0.0137, -0.4468, 1.3764, -1.0122, 0.9004, -0.5672, -0.5374, 1.0362, -0.6103, -0.5931, 0.6488, 0.6161, -2.3476, 2.6257, -1.3587, -1.2976, -0.8454, -0.4134, -1.1194, 0.6655, -0.2611, 0.8461, -0.6005, 0.1896, 0.3842, 1.1232, -0.5828, -0.6833, -0.6784, -0.4870, -0.2342, 0.4192, 0.4758, 0.4837, 0.4486, 0.3753, 0.1474, 0.4803, 0.0308, 0.3945, 0.5472, 0.4153, -0.1996, 0.4606, 0.4254, 0.4197, 0.4558]
}

Record 3
{
  "formula": "C12H13N",
  "method": "ωB97M-V with the def2-TZVPD basis set",
  "lumo_ev": 0.1,
  "homo_ev": -8.5,
  "total_energy_ha": -519.6833,
  "relative_energy_kj_mol": 364.8,
  "elements": ["C", "C", "C", "C", "C", "C", "C", "N", "C", "C", "C", "C", "C", "H", "H", "H", "H", "H", "H", "H", "H", "H", "H", "H", "H", "H"],
  "xyz": [[0.8652, -1.2892, 2.9368], [-0.2952, -1.9527, 2.1490], [-1.4900, -1.5966, 3.0856], [-0.2622, -1.2846, 0.7990], [0.1952, -1.8362, -0.4631], [0.5217, -1.1105, -1.5747], [0.4197, 0.3504, -1.6779], [0.3999, 0.9118, -2.9065], [0.3164, 2.2582, -2.8401], [0.2535, 2.9418, -1.5362], [-0.0152, 2.3816, -0.3253], [-0.2074, 0.9286, -0.4353], [-0.6151, 0.0443, 0.6610], [1.3512, -2.1515, 3.7337], [1.8966, -1.0468, 2.4081], [0.6028, -0.4922, 3.7014], [-0.0898, -3.0360, 2.1092], [-2.5611, -1.7148, 2.4839], [-1.2986, -0.5140, 3.2639], [-1.6272, -2.2029, 3.9213], [0.4727, -2.9130, -0.5047], [0.7759, -1.5626, -2.4221], [0.4963, 3.0699, -3.5532], [0.2445, 3.9600, -1.7891], [-0.3279, 2.8460, 0.6934], [-0.8557, 0.3647, 1.6274]],
  "mulliken_charge": [-1.0298, -0.0183, -1.1791, 0.7308, -0.8183, -0.6951, 0.1660, -0.6234, -0.1311, -0.3187, -0.6420, 0.7435, -0.4955, 0.2822, 0.2786, 0.3170, 0.5110, 0.2072, 0.3110, 0.3873, 0.2525, 0.5831, 0.3092, 0.3487, 0.2724, 0.2509]
}

Record 4
{
  "formula": "C2H3NO2S",
  "method": "ωB97M-V with the def2-TZVPD basis set",
  "lumo_ev": -1.4,
  "homo_ev": -8.6,
  "total_energy_ha": -681.2678,
  "relative_energy_kj_mol": 502.9,
  "elements": ["C", "C", "N", "O", "O", "S", "H", "H", "H"],
  "xyz": [[0.5964, 0.5831, -0.0747], [-0.8864, 0.4533, -0.0623], [1.0855, -1.1912, -0.0647], [2.1942, -1.3594, 0.2903], [-1.4731, -0.7567, -0.3050], [1.7322, 1.7190, -0.0508], [-1.4760, 1.2841, -0.6591], [-1.0240, 0.6114, 0.9812], [-0.7488, -1.3436, -0.0549]],
  "mulliken_charge": [0.2357, -0.2797, -0.0093, -0.2386, -0.5120, -0.1939, 0.2976, 0.2483, 0.4519]
}

Record 5
{
  "formula": "C4H7OP",
  "method": "ωB97M-V with the def2-TZVPD basis set",
  "lumo_ev": [-0.7, -0.6],
  "homo_ev": [-9.1, -8.7],
  "total_energy_ha": -573.0658,
  "relative_energy_kj_mol": 340.0,
  "elements": ["C", "C", "C", "C", "O", "P", "H", "H", "H", "H", "H", "H", "H"],
  "xyz": [[-0.8427, 0.9915, 0.3152], [0.3943, 1.4642, 0.1664], [-1.1099, -0.4570, 0.0244], [0.1362, -1.1856, 0.5018], [2.7496, -0.3564, 0.0621], [1.4069, -0.0369, -0.2846], [-1.7114, 1.6029, 0.4779], [0.6623, 2.5115, 0.1450], [-1.8401, -0.6611, 0.6813], [-1.4795, -0.6566, -0.9270], [0.2958, -1.3108, 1.5056], [0.3829, -2.1002, -0.0166], [0.9556, 0.1944, -2.6515]],
  "mulliken_charge": [-0.2731, -0.2551, -0.6676, -0.7131, -0.5475, 0.2080, 0.3620, 0.4070, 0.3450, 0.3912, 0.4100, 0.3014, 0.0318]
}

Record 6
{
  "formula": "C4H8N2O2S",
  "method": "ωB97M-V with the def2-TZVPD basis set",
  "lumo_ev": 0.4,
  "homo_ev": -8.9,
  "total_energy_ha": -815.2642,
  "relative_energy_kj_mol": 375.0,
  "elements": ["C", "C", "C", "C", "N", "N", "O", "O", "S", "H", "H", "H", "H", "H", "H", "H", "H"],
  "xyz": [[1.4215, -0.7716, -0.2128], [-0.4246, -0.4490, -1.5948], [-1.2736, -0.3076, -0.3307], [0.6242, -0.2431, 0.9874], [0.9521, -0.8641, -1.3844], [-0.4109, 0.4951, 0.5397], [2.7755, 1.3712, 1.5043], [0.6421, 1.5524, 2.7936], [1.5848, 0.5701, 2.3615], [2.5305, -1.0909, -0.0971], [-0.9133, -1.0506, -2.2901], [-0.5445, 0.4692, -2.1471], [-2.2127, 0.2048, -0.5097], [-1.3674, -1.3417, 0.0391], [0.0051, -1.6088, 1.5744], [2.4407, 2.2127, 1.0908], [-0.7898, 1.1363, 1.1956]],
  "mulliken_charge": [-0.1277, -0.6284, -0.6185, 0.0989, -0.4936, -0.3117, -0.4748, -0.5691, 0.5720, 0.3054, 0.4371, 0.3053, 0.4407, 0.2519, 0.2028, 0.3445, 0.2651]
}

Record 7
{
  "formula": "C4H7NO",
  "method": "ωB97M-V with the def2-TZVPD basis set",
  "lumo_ev": 1.1,
  "homo_ev": -8.8,
  "total_energy_ha": -286.5233,
  "relative_energy_kj_mol": 284.5,
  "elements": ["C", "C", "C", "C", "O", "N", "H", "H", "H", "H", "H", "H", "H"],
  "xyz": [[-1.0410, -0.4468, 1.1808], [-0.3193, -0.5303, -0.1661], [1.1605, -0.2248, -0.0795], [1.2801, 1.0723, -0.3327], [0.1186, 1.6536, -0.7722], [-0.7959, 0.5582, -1.0426], [-1.0482, 0.5909, 1.5306], [-0.5476, -1.0642, 1.9380], [-2.0819, -0.7715, 1.0787], [-0.5241, -1.4942, -0.6443], [1.9519, -0.9186, 0.1567], [2.1229, 1.7402, -0.1920], [-0.5287, 0.2817, -1.9924]],
  "mulliken_charge": [-1.2393, 0.2366, -0.3248, -0.3964, -0.2907, -0.3434, 0.2794, 0.3348, 0.3077, 0.3517, 0.3749, 0.4240, 0.2858]
}

Record 8
{
  "formula": "C21H61N4O9",
  "method": "ωB97M-V with the def2-TZVPD basis set",
  "lumo_ev": -1.9,
  "homo_ev": -11.4,
  "total_energy_ha": -1732.0931,
  "relative_energy_kj_mol": 51.1,
  "total_charge": 1,
  "elements": ["N", "H", "H", "H", "H", "C", "O", "H", "H", "H", "H", "C", "O", "H", "H", "H", "H", "C", "O", "H", "H", "H", "H", "C", "O", "C", "C", "N", "C", "C", "O", "C", "H", "H", "H", "H", "H", "H", "H", "H", "H", "H", "H", "H", "H", "H", "H", "C", "O", "C", "C", "N", "C", "C", "O", "C", "H", "H", "H", "H", "H", "H", "H", "H", "H", "H", "H", "H", "H", "H", "H", "C", "O", "C", "C", "N", "C", "C", "O", "C", "H", "H", "H", "H", "H", "H", "H", "H", "H", "H", "H", "H", "H", "H", "H"],
  "xyz": [[0.1717, 0.1470, -0.3159], [-0.3873, -0.6470, -0.4569], [0.0227, 0.7140, -1.0809], [1.0027, -0.0550, 0.0431], [-0.1903, 0.6300, 0.5111], [0.8597, 3.9160, -1.1569], [-0.4643, 3.6040, -0.7089], [0.8277, 4.0070, -2.1519], [1.6027, 3.2980, -0.5629], [1.2267, 4.8360, -0.8799], [-0.9503, 4.2140, -0.2189], [-1.1263, -1.5590, -3.3969], [-1.7273, -0.5910, -2.5449], [-1.5473, -1.0690, -4.3809], [-1.5123, -2.5960, -3.4799], [-0.1123, -1.5440, -3.3969], [-2.5243, -0.1650, -2.9009], [0.3577, -4.0690, -0.4879], [1.1457, -2.8200, -0.7089], [-0.4763, -3.6650, 0.0351], [1.1157, -4.5440, 0.0761], [0.1537, -4.6550, -1.4929], [1.8807, -3.2440, -1.0539], [-0.6763, 1.2320, -8.0309], [-0.1823, 1.7840, -6.7669], [0.6327, 0.7940, -6.1499], [1.2627, 1.3040, -4.8399], [2.0637, 0.2820, -4.1809], [2.6527, 0.7790, -2.9929], [3.4097, -0.1920, -2.1269], [3.4697, 0.1470, -0.7909], [4.1057, -0.8210, -0.0029], [0.0837, 1.1630, -8.6179], [-1.5033, 1.7930, -8.4369], [-1.3993, 0.2890, -7.8189], [1.2667, 0.3860, -7.0099], [-0.1133, -0.0870, -5.9809], [0.4657, 1.4470, -4.1619], [1.7787, 2.3140, -5.0309], [2.7767, -0.2450, -4.6889], [2.0147, 1.3090, -2.3789], [3.3237, 1.5610, -3.2499], [4.4737, -0.1600, -2.4329], [2.9497, -1.1140, -2.1159], [5.0947, -1.3120, -0.3649], [3.4607, -1.7260, 0.1151], [4.3107, -0.4600, 0.9301], [0.4027, -4.5600, 3.3561], [0.6107, -3.3180, 3.8271], [1.0217, -2.3470, 2.8921], [1.0297, -1.0360, 3.5091], [1.7737, -0.1170, 2.6451], [1.9407, 1.1940, 3.3021], [2.5897, 2.1730, 2.3641], [2.6767, 3.3830, 3.1041], [3.4587, 4.4790, 2.4991], [0.0077, -5.1530, 4.2591], [1.2777, -4.9920, 2.8911], [-0.2263, -4.5700, 2.4311], [0.5047, -2.2120, 2.1061], [2.1117, -2.5780, 2.5251], [1.6987, -1.2910, 4.2931], [0.1647, -0.6570, 3.8271], [2.6557, -0.5830, 2.5811], [2.6067, 1.0910, 4.1571], [0.9147, 1.7020, 3.5781], [2.0727, 2.3870, 1.5181], [3.5407, 1.8520, 2.2061], [4.3777, 4.1520, 2.2781], [3.1267, 5.3490, 3.2721], [2.8007, 4.7820, 1.4681], [-5.7323, -3.9060, 1.4241], [-4.4713, -3.2770, 0.9661], [-4.4053, -1.8730, 1.3071], [-2.9343, -1.3510, 1.2131], [-2.7763, 0.0490, 1.3961], [-2.9333, 0.3690, 2.7681], [-2.7643, 1.9000, 2.9351], [-2.9663, 2.1300, 4.2701], [-2.9593, 3.5200, 4.5631], [-5.8623, -4.7810, 0.8571], [-6.5773, -3.3550, 1.2701], [-5.3543, -3.9290, 2.3571], [-4.6503, -1.7420, 2.2411], [-5.3593, -1.2430, 0.8201], [-2.6503, -1.6330, 0.1791], [-2.1423, -1.9180, 1.9361], [-3.6053, 0.3700, 0.9401], [-1.9893, -0.1720, 3.3991], [-3.9753, 0.2230, 3.1531], [-3.4883, 2.5060, 2.4241], [-1.8203, 2.3780, 2.8301], [-2.0373, 4.1970, 4.1571], [-2.9473, 3.8810, 5.4751], [-3.8053, 3.9200, 4.0651]],
  "mulliken_charge": [0.6438, -0.1467, 0.2950, -0.0459, 0.0388, -0.6578, -0.5127, 0.4329, 0.0077, 0.4628, 0.2735, -0.5216, -0.4177, 0.1865, 0.2463, 0.2501, 0.2793, -0.5566, -0.2165, -0.0132, 0.4325, 0.2368, 0.1755, -0.7813, -0.3536, -0.3453, -0.2519, -0.1214, -0.4708, -0.7945, -0.1313, -0.6775, 0.3821, 0.2875, 0.2341, 0.3284, 0.0508, 0.1493, 0.2691, 0.2843, -0.0010, 0.4163, 0.4122, 0.4247, 0.3287, 0.1053, 0.2928, -0.6493, -0.3829, -0.3773, -1.2454, 0.1523, -0.7138, -0.2218, -0.4234, -0.5779, 0.2682, 0.3165, 0.1751, 0.4950, 0.2161, 0.3154, 0.8105, 0.1341, 0.3232, 0.1512, 0.0511, 0.5878, 0.3639, 0.2539, 0.0754, -0.9173, -0.3417, -1.0068, 0.2095, 0.0504, -0.2707, -0.6184, -0.3534, -0.8213, 0.2320, 0.3187, 0.4589, 0.6722, 0.2451, 0.0006, -0.1344, 0.3132, 0.0302, 0.2613, 0.4251, 0.2898, 0.1779, 0.4274, 0.3441]
}